Density functional theory data (ωB97M-V/def2-TZVPD) for a single C2H4OSi molecule in a non-equilibrium geometry.

Its gap between HOMO and LUMO is 9.72 eV. The calculation puts the highest occupied orbital energy at -9.1 eV. Its SMILES is O=C=C[SiH3]. Its net charge is 0. The energy above the lowest of the compared OMol25 structures with the same formula, charge and spin is 0.183 eV.

Last column: Löwdin charge in e.
Cartesian coordinates (Å):
O -3.6272 -0.1028 0.5348  0.14
C -2.6368 -0.2877 -0.0804  -0.23
C -1.4147 -0.2868 -0.8556  -0.29
Si 0.2437 0.3189 0.0097  0.60
H -1.6580 -0.0717 -1.9374  0.05
H 1.1261 0.8300 -1.0862  -0.08
H 0.7226 -0.7855 0.8976  -0.09
H 0.1278 1.4184 1.0432  -0.09